Molecular formula: C23H51BCl20NO2P
Method: DFT, ωB97M-V/def2-TZVPD

Computed properties:
Gap between HOMO and LUMO = 8.084 eV
Total charge = 0
Molar mass = 1124.51 g mol⁻¹
Maximum force = 3.82 eV Å⁻¹
E_LUMO = 0.257 eV
HOMO level = -7.83 eV
SMILES = CCCOPB(N)O.ClCCCl.ClCCCl.ClCCCl.ClCCCl.ClCCCl.ClCCCl.ClCCCl.ClCCCl.ClCCCl.ClCCCl

Atoms and positions in Å:
C: 3.4022 0.1357 -2.6326
C: 2.5448 -1.2132 -2.2538
C: 1.1509 -1.3540 -3.1675
O: 0.3712 -2.4478 -2.5662
P: -1.3274 -2.3366 -2.9447
B: -2.1589 -0.8014 -2.1254
N: -2.8912 0.1735 -3.0658
O: -2.0937 -0.6282 -0.6465
H: 4.2534 0.4055 -1.8691
H: 3.9193 -0.0339 -3.6938
H: 2.6409 1.0263 -2.7535
H: 2.1600 -1.2292 -1.1251
H: 3.1568 -2.2239 -2.4111
H: 0.6313 -0.3046 -3.1468
H: 1.5462 -1.5974 -4.2668
H: -1.9245 -3.4725 -2.2289
H: -2.5001 0.0627 -4.0393
H: -3.8886 -0.1938 -3.1246
H: -2.9883 -0.2691 -0.3256
Cl: -2.5589 1.8457 1.5196
C: -0.8734 1.4243 1.9136
C: -0.5515 1.6545 3.3812
Cl: -0.5354 3.3851 3.8038
H: -0.2163 2.0073 1.2607
H: -0.7459 0.3661 1.6666
H: 0.4445 1.2642 3.6092
H: -1.2715 1.1523 4.0353
Cl: -0.9088 4.0311 -7.4723
C: -2.4073 3.0967 -7.2363
C: -2.4148 2.3471 -5.9141
Cl: -1.2259 1.0207 -5.8852
H: -2.5203 2.4163 -8.0861
H: -3.2339 3.8130 -7.2623
H: -3.3969 1.8949 -5.7485
H: -2.2007 3.0130 -5.0719
Cl: -3.1225 -4.9339 -0.7154
C: -2.1625 -4.2306 0.6104
C: -1.6104 -5.2931 1.5465
Cl: -2.8926 -6.0888 2.4932
H: -2.7942 -3.5130 1.1431
H: -1.3390 -3.6794 0.1466
H: -0.9245 -4.8355 2.2653
H: -1.0628 -6.0673 0.9993
Cl: 0.8790 7.0159 0.8694
C: 1.4433 6.1137 2.2983
C: 2.9537 6.1747 2.4568
Cl: 3.8022 5.2717 1.1769
H: 1.0885 5.0821 2.2101
H: 0.9595 6.5660 3.1692
H: 3.2462 5.7232 3.4092
H: 3.3191 7.2066 2.4432
Cl: 0.8533 -2.6901 0.6919
C: 2.3989 -3.5113 1.0245
C: 2.2123 -4.7773 1.8446
Cl: 1.6922 -4.4289 3.5124
H: 3.0602 -2.7990 1.5276
H: 2.8408 -3.7584 0.0546
H: 3.1607 -5.3177 1.9156
H: 1.4731 -5.4458 1.3914
Cl: 3.8426 3.1651 5.0935
C: 5.5270 3.7351 5.2035
C: 6.2239 3.7324 3.8528
Cl: 6.5043 2.0823 3.2428
H: 6.0515 3.1055 5.9290
H: 5.4907 4.7537 5.6012
H: 7.2050 4.2083 3.9396
H: 5.6464 4.2788 3.1001
Cl: 4.7912 4.7089 8.6359
C: 3.2927 3.7746 8.8720
C: 3.2852 3.0249 10.1942
Cl: 4.4741 1.6985 10.2231
H: 3.1797 3.0942 8.0222
H: 2.4661 4.4908 8.8460
H: 2.3031 2.5727 10.3597
H: 3.4993 3.6908 11.0363
Cl: -8.4210 2.7856 0.4750
C: -7.8567 1.8834 1.9038
C: -6.3463 1.9443 2.0624
Cl: -5.4978 1.0414 0.7824
H: -8.2115 0.8518 1.8156
H: -8.3405 2.3357 2.7747
H: -6.0538 1.4928 3.0148
H: -5.9809 2.9762 2.0488
Cl: -5.0815 -8.3173 -5.0277
C: -5.0140 -7.8282 -3.3159
C: -5.7023 -6.4953 -3.0715
Cl: -4.8177 -5.1355 -3.8077
H: -3.9629 -7.8008 -3.0120
H: -5.5130 -8.6151 -2.7424
H: -5.7536 -6.2946 -1.9975
H: -6.7230 -6.4901 -3.4675
Cl: 3.7197 -3.3341 -7.5950
C: 3.4020 -1.6359 -8.0299
C: 2.8766 -0.8300 -6.8531
Cl: 1.2351 -1.3297 -6.3738
H: 2.7008 -1.6263 -8.8701
H: 4.3511 -1.2149 -8.3746
H: 2.8185 0.2283 -7.1234
H: 3.5282 -0.9223 -5.9783